## one
DFT (wB97M-V/def2-TZVPD) results for one molecule with the formula C2H4N4S.

Values from the calculation:
Orbital gap (eV): 9.251
Lowest unoccupied orbital energy (eV): 0.8
SMILES: Nc1n[nH]c(S)n1

Structure (ORCA input):
```
! wB97M-V def2-TZVPD RIJCOSX def2/J DEFGRID3
* xyz 0 1
C 0.916 -0.050 -0.073
C -1.147 0.125 -0.092
H 2.824 -0.157 0.429
H 2.008 -1.704 0.228
H -1.052 2.283 -0.109
H -2.783 -1.458 -0.356
N 2.113 -0.688 0.008
N 0.798 1.278 -0.008
N -0.626 1.345 0.001
N -0.221 -0.781 -0.094
S -2.830 -0.194 0.067
*
```


## two
DFT (wB97M-V/def2-TZVPD) results for one molecule with the formula C2H4N4S.

Values from the calculation:
Orbital gap (eV): 10.394
Lowest unoccupied orbital energy (eV): 1.0
SMILES: SCc1nn[nH]n1

Structure (ORCA input):
```
! wB97M-V def2-TZVPD RIJCOSX def2/J DEFGRID3
* xyz 0 1
C 0.984 0.196 -1.023
C 0.152 -0.308 0.117
H -0.379 2.015 -1.529
H 1.486 -0.615 -1.549
H 1.811 0.795 -0.636
H -1.597 -0.047 2.522
N -0.139 -1.580 0.287
N -0.917 -1.614 1.397
N -1.039 -0.383 1.750
N -0.388 0.518 0.999
S 0.026 1.024 -2.335
*
```


Verdict on stability: two comes out at the bottom.


## one
DFT (wB97M-V/def2-TZVPD) results for one molecule with the formula C2H2N2OS.

Values from the calculation:
Orbital gap (eV): 9.999
Lowest unoccupied orbital energy (eV): 0.0
SMILES: N#CC(=O)NS

Structure (ORCA input):
```
! wB97M-V def2-TZVPD RIJCOSX def2/J DEFGRID3
* xyz 0 1
C 2.536 -0.674 -0.043
C 1.771 0.551 -0.217
N 2.846 -1.758 0.186
N 0.422 0.401 -0.330
O 2.260 1.672 -0.332
S -0.584 -1.032 -0.548
H -1.679 -0.545 0.229
H 0.030 1.238 -0.639
*
```


## two
DFT (wB97M-V/def2-TZVPD) results for one molecule with the formula C2H2N2OS.

Values from the calculation:
Orbital gap (eV): 7.608
Lowest unoccupied orbital energy (eV): -1.8
SMILES: N#CC(=O)NS

Structure (ORCA input):
```
! wB97M-V def2-TZVPD RIJCOSX def2/J DEFGRID3
* xyz 0 1
C 0.285 0.285 0.057
C 1.651 -0.289 0.303
H -1.822 1.221 0.117
H -0.315 -1.721 -0.224
N -0.655 -0.706 0.338
N 2.931 -0.182 -0.422
O 0.067 1.484 0.050
S -2.142 -0.092 -0.219
*
```


Verdict on stability: two comes out at the bottom.


## one
DFT (wB97M-V/def2-TZVPD) results for a 2-piece molecular cluster, CH2FNO3 overall.

Values from the calculation:
Orbital gap (eV): 10.956
Lowest unoccupied orbital energy (eV): 0.1
SMILES: O=C1NO1.OF

Structure (ORCA input):
```
! wB97M-V def2-TZVPD RIJCOSX def2/J DEFGRID3
* xyz 0 1
C 1.196 1.116 0.251
N 1.431 0.013 -0.391
O 1.053 0.006 1.069
O 1.140 2.275 0.281
O -1.282 -1.057 -0.194
F -2.544 -0.573 -0.664
H -1.616 -1.295 0.675
H 0.621 -0.484 -1.026
*
```


## two
DFT (wB97M-V/def2-TZVPD) results for a 2-piece molecular cluster, CH2FNO3 overall.

Values from the calculation:
Orbital gap (eV): 10.910
Lowest unoccupied orbital energy (eV): 0.3
SMILES: O=C1NO1.OF

Structure (ORCA input):
```
! wB97M-V def2-TZVPD RIJCOSX def2/J DEFGRID3
* xyz 0 1
C -2.680 0.508 -0.110
N -1.410 -0.020 0.186
O -2.226 -0.388 -0.974
O -3.531 1.182 0.295
O 1.158 -0.155 -0.287
F 2.160 0.253 -1.148
H 1.511 -0.528 0.592
H -0.563 0.549 -0.074
*
```


Verdict on stability: two comes out at the bottom.


## one
DFT (wB97M-V/def2-TZVPD) results for a 2-piece molecular cluster, CH2FNO3 overall.

Values from the calculation:
Orbital gap (eV): 10.963
Lowest unoccupied orbital energy (eV): 0.3
SMILES: O=C1NO1.OF

Structure (ORCA input):
```
! wB97M-V def2-TZVPD RIJCOSX def2/J DEFGRID3
* xyz 0 1
C 1.376 1.054 0.253
N 1.254 -0.033 -0.491
O 1.207 -0.073 0.988
O 1.551 2.205 0.389
O -1.491 -0.662 -0.177
F -2.547 -1.230 -0.845
H -1.586 -0.879 0.784
H 0.236 -0.382 -0.900
*
```


## two
DFT (wB97M-V/def2-TZVPD) results for a 2-piece molecular cluster, CH2FNO3 overall.

Values from the calculation:
Orbital gap (alpha / beta) (eV): 8.361 / 8.367
Lowest unoccupied orbital energy (alpha / beta) (eV): -2.5 / -2.5

Structure (ORCA input):
```
! wB97M-V def2-TZVPD RIJCOSX def2/J DEFGRID3
* xyz 0 1
C -0.068 -0.226 0.103
N -0.673 -1.599 -0.024
O -1.410 -1.855 0.912
O -0.551 -2.227 -1.049
O 1.995 -0.799 -0.480
F 2.803 -0.986 0.599
H 0.150 0.223 1.121
H -0.250 0.382 -0.743
*
```


Verdict on stability: two comes out at the bottom.


## one
DFT (wB97M-V/def2-TZVPD) results for a 3-piece molecular cluster, C2H10N2O3 overall.

Values from the calculation:
Orbital gap (eV): 10.503
Lowest unoccupied orbital energy (eV): 0.7
SMILES: NCC(N)=O.O.O

Structure (ORCA input):
```
! wB97M-V def2-TZVPD RIJCOSX def2/J DEFGRID3
* xyz 0 1
N -1.317 0.103 -0.019
C -0.549 1.215 -0.561
C 0.947 0.913 -0.416
N 1.264 -0.277 -0.974
O 1.691 1.487 0.341
H -2.300 0.280 0.066
H -0.973 -0.190 0.876
H -0.736 2.090 0.067
H -0.810 1.441 -1.591
H 0.764 -0.755 -1.699
H 2.029 -0.836 -0.622
H -1.158 -1.962 -0.809
H -0.985 -3.276 -1.662
O -0.641 -2.381 -1.508
H 1.288 0.820 2.175
H 0.527 1.026 3.412
O 0.959 0.303 2.925
*
```


## two
DFT (wB97M-V/def2-TZVPD) results for a 3-piece molecular cluster, C2H10N2O3 overall.

Values from the calculation:
Orbital gap (eV): 10.134
Lowest unoccupied orbital energy (eV): 0.6
SMILES: CNC(N)=O.O.O

Structure (ORCA input):
```
! wB97M-V def2-TZVPD RIJCOSX def2/J DEFGRID3
* xyz 0 1
C -0.859 1.522 2.590
N -0.397 0.225 2.159
C 0.468 0.046 1.102
N 0.938 -1.194 0.685
O 1.046 1.021 0.637
H -0.432 1.940 3.526
H -1.908 1.483 2.862
H -0.749 2.251 1.787
H -0.503 -0.572 2.763
H 0.899 -1.924 1.383
H 1.830 -1.085 0.233
H 1.807 -4.923 -2.536
H 0.480 -5.277 -3.119
O 1.148 -4.587 -3.140
H -1.269 3.387 -3.337
H -2.054 2.644 -2.454
O -2.099 3.519 -2.857
*
```


## three
DFT (wB97M-V/def2-TZVPD) results for a 3-piece molecular cluster, C2H10N2O3 overall.

Values from the calculation:
Orbital gap (eV): 9.490
Lowest unoccupied orbital energy (eV): 0.2
SMILES: CNC(N)=O.O.O

Structure (ORCA input):
```
! wB97M-V def2-TZVPD RIJCOSX def2/J DEFGRID3
* xyz 0 1
C 0.686 -1.759 0.763
N -0.044 -0.791 -0.041
C -1.364 -0.758 0.028
N -1.950 0.300 -0.714
O -2.114 -1.444 0.652
H 1.542 -1.280 1.304
H 1.079 -2.554 0.046
H 0.028 -2.305 1.385
H 0.528 0.048 -0.510
H -1.576 1.239 -0.667
H -2.881 0.183 -0.776
H 0.397 2.360 2.133
H 1.128 1.392 1.330
O 0.911 2.269 1.302
H 1.906 0.730 -1.964
H 0.756 1.571 -1.922
O 0.970 0.797 -2.348
*
```


Verdict on stability: three comes out at the bottom.


## one
DFT (wB97M-V/def2-TZVPD) results for a 2-piece molecular cluster, C6H8BrN overall.

Values from the calculation:
Orbital gap (alpha / beta) (eV): 7.467 / 6.644
Lowest unoccupied orbital energy (alpha / beta) (eV): -0.3 / -0.5

Structure (ORCA input):
```
! wB97M-V def2-TZVPD RIJCOSX def2/J DEFGRID3
* xyz 0 1
C 1.445 -1.022 -0.758
C -1.714 1.969 -0.919
C 0.830 -0.817 0.472
C -0.889 0.938 -0.965
C 0.875 0.429 0.933
C -0.062 -1.746 1.132
N 0.946 1.442 1.635
Br -0.579 -0.150 -2.407
H 1.500 -2.009 -1.243
H 2.154 -0.303 -1.300
H -2.062 2.472 -1.775
H -2.104 2.399 -0.048
H 0.487 -2.033 2.030
H -0.884 -1.224 1.480
H -0.333 -2.565 0.474
H 0.390 2.220 1.259
*
```


## two
DFT (wB97M-V/def2-TZVPD) results for one molecule with the formula C6H8BrN.

Values from the calculation:
Orbital gap (eV): 9.182
Lowest unoccupied orbital energy (eV): 0.7
SMILES: C=N/C=C\C=C(/C)Br

Structure (ORCA input):
```
! wB97M-V def2-TZVPD RIJCOSX def2/J DEFGRID3
* xyz 0 1
C -1.492 0.556 0.719
C -0.183 1.128 0.965
C -1.729 -0.744 0.548
C 0.441 -1.524 0.771
C 0.948 0.897 0.275
C 1.128 0.477 -1.156
N -0.759 -1.579 1.033
Br 2.651 1.446 0.977
H -2.222 1.223 0.587
H -0.072 1.664 1.857
H -2.710 -1.097 0.508
H 0.813 -1.214 -0.224
H 1.158 -1.873 1.417
H 0.210 -0.002 -1.540
H 1.891 -0.265 -1.327
H 1.477 1.381 -1.639
*
```


Verdict on stability: one comes out at the bottom.


## one
DFT (wB97M-V/def2-TZVPD) results for an isolated ion of composition C3HF3IO2 and charge -1.

Values from the calculation:
Orbital gap (eV): 7.550
Lowest unoccupied orbital energy (eV): 2.9
SMILES: O=C([O-])[C@H](I)C(F)(F)F

Structure (ORCA input):
```
! wB97M-V def2-TZVPD RIJCOSX def2/J DEFGRID3
* xyz -1 1
C 0.941 -1.015 -0.653
C -0.398 -0.149 -0.497
C -0.303 0.670 0.914
O 1.619 -0.660 -1.639
O 1.138 -1.872 0.207
F -0.291 -0.214 1.957
F 0.713 1.515 1.108
F -1.417 1.363 1.061
I -0.658 1.273 -2.071
H -1.344 -0.913 -0.387
*
```


## two
DFT (wB97M-V/def2-TZVPD) results for an isolated ion of composition C3HF3IO2 and charge -1.

Values from the calculation:
Orbital gap (eV): 7.557
Lowest unoccupied orbital energy (eV): 2.9
SMILES: O=C([O-])[C@H](I)C(F)(F)F

Structure (ORCA input):
```
! wB97M-V def2-TZVPD RIJCOSX def2/J DEFGRID3
* xyz -1 1
C -0.649 -0.216 1.492
C -0.711 -0.033 -0.178
C 1.022 0.304 -0.696
O -0.276 -1.333 1.869
O -1.121 0.831 1.993
F 1.881 -0.665 -0.451
F 1.078 0.312 -2.030
F 1.324 1.561 -0.195
I -1.170 -1.708 -1.386
H -1.378 0.946 -0.418
*
```


Verdict on stability: two comes out at the bottom.


## one
DFT (wB97M-V/def2-TZVPD) results for one molecule with the formula C5H6ClNO2S.

Values from the calculation:
Orbital gap (eV): 8.518
Lowest unoccupied orbital energy (eV): -1.4

Structure (ORCA input):
```
! wB97M-V def2-TZVPD RIJCOSX def2/J DEFGRID3
* xyz 0 1
C -0.445 -0.955 -0.125
C 1.141 0.691 0.348
C -0.117 0.976 1.100
C -1.013 0.021 0.842
C 1.647 -1.034 -1.428
N 0.816 -0.507 -0.383
O -0.970 -1.936 -0.600
O -2.875 1.131 2.241
S -2.847 0.130 1.206
Cl -4.014 1.106 -0.490
H 1.371 1.524 -0.329
H 2.010 0.543 1.000
H -0.254 1.841 1.723
H 1.111 -1.865 -1.882
H 1.837 -0.274 -2.188
H 2.600 -1.391 -1.036
*
```


## two
DFT (wB97M-V/def2-TZVPD) results for C5H6ClNO2S as an isolated structure.

Values from the calculation:
Orbital gap (alpha / beta) (eV): 7.589 / 7.404
Lowest unoccupied orbital energy (alpha / beta) (eV): -1.1 / -1.1

Structure (ORCA input):
```
! wB97M-V def2-TZVPD RIJCOSX def2/J DEFGRID3
* xyz 0 1
C -1.857 -0.715 0.261
C -0.188 0.598 -0.742
C -1.447 0.904 -1.474
C -2.494 0.002 -0.917
C 0.325 -0.809 1.352
N -0.548 -0.260 0.331
O -2.310 -1.506 1.016
O -3.289 3.102 -1.451
S -2.364 2.336 -0.598
Cl -4.114 -0.303 -1.670
H 0.690 0.235 -1.408
H 0.250 1.585 -0.413
H -1.402 1.129 -2.436
H 1.224 -1.262 1.040
H 0.571 -0.201 2.150
H -0.293 -1.698 1.852
*
```


Verdict on stability: two comes out at the bottom.


## one
DFT (wB97M-V/def2-TZVPD) results for a 2-piece molecular cluster, C3H10NOS overall.

Values from the calculation:
Orbital gap (eV): 9.043
Lowest unoccupied orbital energy (eV): -4.5

Structure (ORCA input):
```
! wB97M-V def2-TZVPD RIJCOSX def2/J DEFGRID3
* xyz 1 1
C -0.321 -2.031 -0.260
C 0.969 2.008 -0.062
C -1.875 -0.179 0.648
N -1.038 -0.692 -0.416
O 1.073 0.828 -0.814
S -3.063 0.788 0.195
H 0.075 -2.007 0.753
H -0.886 -2.962 -0.384
H 0.487 -2.045 -1.039
H 0.245 2.667 -0.535
H 2.032 2.411 -0.093
H 0.864 1.790 0.962
H -1.442 -0.561 -1.296
H -0.142 -0.100 -0.395
H 1.834 0.312 -0.561
H -3.360 1.080 1.494
*
```


## two
DFT (wB97M-V/def2-TZVPD) results for an isolated ion of composition C3H10NOS and charge +1.

Values from the calculation:
Orbital gap (eV): 10.293
Lowest unoccupied orbital energy (eV): -3.3
SMILES: [NH3+][C@H](CO)CS

Structure (ORCA input):
```
! wB97M-V def2-TZVPD RIJCOSX def2/J DEFGRID3
* xyz 1 1
C 0.590 -0.132 -1.780
O -0.222 -1.018 -2.530
C -0.193 0.241 -0.498
C 0.823 0.653 0.573
S -0.066 0.784 2.187
N -0.880 -1.040 -0.120
H 0.709 0.821 -2.291
H 1.594 -0.520 -1.608
H 0.014 -0.999 -3.465
H -0.895 1.046 -0.683
H 1.392 1.544 0.329
H 1.529 -0.177 0.591
H 0.736 -0.102 2.789
H -1.558 -0.932 0.631
H -0.187 -1.777 0.006
H -1.311 -1.282 -1.027
*
```


Verdict on stability: one comes out at the bottom.


## one
DFT (wB97M-V/def2-TZVPD) results for C3H8S as an isolated structure.

Values from the calculation:
Orbital gap (eV): 9.306
Lowest unoccupied orbital energy (eV): 0.8

Structure (ORCA input):
```
! wB97M-V def2-TZVPD RIJCOSX def2/J DEFGRID3
* xyz 0 1
C 1.588 0.525 -1.034
C 1.029 0.663 0.410
C -0.955 -1.460 -0.327
H 1.746 -0.843 -1.160
H 2.580 0.844 -0.865
H 0.587 0.679 -2.069
H 0.636 1.955 0.650
H 1.717 0.346 1.332
H -0.024 -1.974 0.024
H -0.807 -0.869 -1.352
H -1.829 -2.190 -0.049
S -0.911 0.230 0.575
*
```


## two
DFT (wB97M-V/def2-TZVPD) results for a 2-piece molecular cluster, C3H8S overall.

Values from the calculation:
Orbital gap (eV): 10.659
Lowest unoccupied orbital energy (eV): 1.0
SMILES: C=CC.S

Structure (ORCA input):
```
! wB97M-V def2-TZVPD RIJCOSX def2/J DEFGRID3
* xyz 0 1
S -2.919 1.993 1.042
H -2.982 0.794 0.449
H -1.723 1.691 1.556
C 1.149 -0.831 -1.370
C 0.317 -0.328 -0.226
C 0.786 -0.035 0.980
H 1.435 -1.863 -1.193
H 0.619 -0.809 -2.325
H 2.093 -0.300 -1.529
H -0.741 -0.568 -0.322
H 0.123 0.117 1.816
H 1.843 0.138 1.122
*
```


## three
DFT (wB97M-V/def2-TZVPD) results for a 4-piece molecular cluster, C3H8S overall.

Values from the calculation:
Orbital gap (eV): 9.120
Lowest unoccupied orbital energy (eV): 0.6

Structure (ORCA input):
```
! wB97M-V def2-TZVPD RIJCOSX def2/J DEFGRID3
* xyz 0 1
C 1.945 -0.064 -0.371
C 0.821 -0.443 0.512
C -1.529 -0.423 -0.826
H 1.291 0.532 -1.526
H 2.464 -1.465 -0.412
H 2.977 0.903 0.191
H 1.220 -0.408 1.631
H 0.248 -1.437 0.249
H -1.339 -1.582 -0.886
H -1.092 0.105 -1.761
H -2.557 -0.063 -0.474
S -0.665 0.562 0.444
*
```


Verdict on stability: three comes out at the bottom.


## one
DFT (wB97M-V/def2-TZVPD) results for C5H8NOS as an isolated structure.

Values from the calculation:
Orbital gap (alpha / beta) (eV): 7.147 / 7.626
Lowest unoccupied orbital energy (alpha / beta) (eV): -4.8 / -4.2

Structure (ORCA input):
```
! wB97M-V def2-TZVPD RIJCOSX def2/J DEFGRID3
* xyz 1 1
C -1.427 -0.927 0.386
C -2.704 -0.757 0.053
C -1.365 1.282 -0.141
C 2.551 1.557 0.121
C 0.693 0.227 0.333
N -0.674 0.236 0.257
O 1.336 1.279 -0.022
S -2.952 0.912 -0.436
H -0.946 -1.848 0.722
H -3.499 -1.458 -0.123
H -1.006 2.345 -0.266
H 2.873 2.599 -0.114
H 1.442 -3.242 -1.320
H 3.247 0.884 0.726
H 1.221 -2.497 -1.042
H 1.211 -0.592 0.864
*
```


## two
DFT (wB97M-V/def2-TZVPD) results for an isolated ion of composition C5H8NOS and charge +1.

Values from the calculation:
Orbital gap (alpha / beta) (eV): 6.809 / 6.449
Lowest unoccupied orbital energy (alpha / beta) (eV): -6.0 / -6.3

Structure (ORCA input):
```
! wB97M-V def2-TZVPD RIJCOSX def2/J DEFGRID3
* xyz 1 1
C 1.538 -0.502 -0.336
C 1.352 -1.431 -1.318
C -1.057 -0.400 -1.714
C -0.650 0.354 2.133
C 0.027 1.138 0.997
N 0.704 0.331 0.033
O -1.981 0.432 -1.927
S -0.072 -1.543 -2.250
H 2.557 -0.430 0.052
H 2.104 -2.100 -1.754
H -0.472 0.814 3.042
H -0.192 -0.671 2.281
H -1.703 0.110 1.975
H 0.746 1.902 1.377
H -0.694 1.535 0.295
H -2.206 0.461 -2.887
*
```


Verdict on stability: two comes out at the bottom.


## one
DFT (wB97M-V/def2-TZVPD) results for an isolated ion of composition CH4NOS and charge -1.

Values from the calculation:
Orbital gap (alpha / beta) (eV): 6.550 / 6.553
Lowest unoccupied orbital energy (alpha / beta) (eV): 4.3 / 4.3
SMILES: CN([O-])S

Structure (ORCA input):
```
! wB97M-V def2-TZVPD RIJCOSX def2/J DEFGRID3
* xyz -1 1
C -0.264 0.374 -0.934
N 0.670 0.306 0.243
O 1.508 -0.674 0.257
S -0.806 -0.126 1.727
H -0.630 1.316 -0.852
H 0.412 0.131 -1.726
H -1.018 -0.337 -0.908
H 0.128 -0.989 2.194
*
```


## two
DFT (wB97M-V/def2-TZVPD) results for a 2-piece molecular cluster, CH4NOS overall.

Values from the calculation:
Orbital gap (alpha / beta) (eV): 5.538 / 5.536
Lowest unoccupied orbital energy (alpha / beta) (eV): 3.0 / 3.0

Structure (ORCA input):
```
! wB97M-V def2-TZVPD RIJCOSX def2/J DEFGRID3
* xyz -1 1
C -0.024 -0.745 -0.548
N -0.533 -0.079 0.629
O 0.668 2.250 0.423
S -0.392 -0.598 2.123
H -0.858 -1.245 -1.150
H 0.401 0.046 -1.217
H 0.868 -1.425 -0.348
H -0.131 1.795 0.087
*
```


Verdict on stability: two comes out at the bottom.